[1]
{"formula": "C25H17BrN2S5Tc", "method": "wB97M-V/def2-TZVPD", "lumo_ev": [-2.3, -2.0], "multiplicity": 2, "orbital_gap_ev": [4.711, 5.086], "s_squared": 0.854, "elements": ["Tc", "Br", "C", "C", "C", "C", "C", "C", "C", "C", "C", "C", "H", "H", "H", "H", "H", "H", "C", "N", "C", "C", "C", "C", "C", "N", "C", "C", "C", "C", "C", "C", "H", "H", "H", "H", "H", "H", "H", "H", "H", "H", "H", "S", "C", "S", "C", "C", "S", "S", "S"], "coordinates": [[-0.1216, -0.3995, -0.3235], [-1.4029, -4.0422, -0.8868], [-0.3935, -3.8565, 0.7199], [-0.7291, -4.6352, 1.7992], [0.1461, -4.7102, 2.8879], [1.3884, -4.1418, 2.8026], [1.7612, -3.3765, 1.6782], [3.0838, -2.9336, 1.4667], [3.4229, -2.3001, 0.2974], [2.4221, -1.8562, -0.5741], [1.0827, -2.0922, -0.3053], [0.7886, -3.0930, 0.6749], [-1.6450, -5.2066, 1.7972], [-0.1376, -5.2770, 3.7604], [2.1149, -4.2914, 3.5874], [3.8288, -3.1443, 2.2188], [4.4533, -2.0605, 0.0813], [2.7010, -1.2520, -1.4275], [0.8626, 1.4767, -2.5841], [-0.0273, 0.4034, -2.2120], [-1.1363, 0.3044, -2.9157], [-2.1857, -0.4141, -2.3407], [-3.5489, -0.6228, -2.6167], [-4.0815, -1.2452, -1.4966], [-3.0395, -1.4010, -0.5826], [-1.9021, -0.9071, -1.0780], [0.4553, 2.7866, -1.9258], [-0.6363, 2.8914, -1.0746], [-0.9619, 4.0993, -0.4797], [-0.2008, 5.2275, -0.7281], [0.8871, 5.1352, -1.5817], [1.2119, 3.9259, -2.1712], [0.8706, 1.6166, -3.6744], [1.8820, 1.2295, -2.2749], [-1.2428, 0.8440, -3.8517], [-4.0666, -0.3374, -3.5107], [-5.0972, -1.5503, -1.3368], [-3.0723, -1.8443, 0.3960], [-1.2632, 2.0306, -0.8658], [-1.8146, 4.1577, 0.1821], [-0.4618, 6.1699, -0.2662], [1.4863, 6.0107, -1.7875], [2.0601, 3.8597, -2.8376], [0.2624, 4.0733, 5.3356], [0.2624, 2.9763, 4.1271], [1.3971, 3.0224, 2.8024], [0.8023, 1.6002, 1.9779], [-0.2568, 0.9529, 2.5587], [-0.9355, -0.4957, 1.9437], [-0.8673, 1.6460, 4.0421], [1.5946, 1.0464, 0.5727]]}

[2]
{"formula": "C25H17Cl2MoN3O3S", "method": "wB97M-V/def2-TZVPD", "de_lowest_ev": 0.000, "total_charge": 2, "lumo_ev": [-8.2, -7.7], "multiplicity": 3, "orbital_gap_ev": [6.312, 6.786], "s_squared": 2.035, "elements": ["Mo", "C", "C", "C", "C", "C", "C", "C", "S", "O", "O", "N", "C", "C", "C", "C", "C", "C", "C", "C", "N", "C", "H", "H", "H", "H", "H", "H", "H", "H", "H", "H", "H", "H", "H", "Cl", "C", "C", "C", "Cl", "C", "C", "C", "C", "N", "C", "C", "O", "H", "H", "H", "H"], "coordinates": [[-0.3188, 0.2833, 0.0779], [0.8350, 5.9871, 4.8255], [0.2594, 5.1848, 3.6941], [0.1791, 5.7174, 2.4073], [-0.3552, 4.9880, 1.3619], [-0.7994, 3.6916, 1.6132], [-0.7418, 3.1302, 2.8872], [-0.2150, 3.8904, 3.9150], [-1.4649, 2.8041, 0.2857], [-2.3928, 3.5663, -0.4563], [-1.8969, 1.4496, 0.8307], [-0.2608, 2.1468, -0.5747], [0.7955, 2.6189, -1.3878], [0.9228, 3.8170, -2.0214], [2.0759, 4.0581, -2.8122], [3.0437, 3.1084, -2.9647], [2.9099, 1.8467, -2.3257], [3.8398, 0.7920, -2.4387], [3.6199, -0.3992, -1.7910], [2.4698, -0.5534, -1.0196], [1.5671, 0.4167, -0.8913], [1.7790, 1.6217, -1.5380], [0.8442, 7.0509, 4.5977], [1.8645, 5.6794, 5.0203], [0.2671, 5.8352, 5.7425], [0.5149, 6.7308, 2.2280], [-0.4575, 5.4376, 0.3827], [-1.1475, 2.1461, 3.0779], [-0.1981, 3.4850, 4.9197], [0.1498, 4.5711, -1.9442], [2.1743, 5.0130, -3.3096], [3.9145, 3.3006, -3.5775], [4.7290, 0.9280, -3.0428], [4.3150, -1.2224, -1.8674], [2.2668, -1.4814, -0.5004], [-3.0019, -3.7979, -0.4846], [-2.1837, -3.2942, 0.9189], [-2.3634, -4.0054, 2.1338], [-1.7110, -3.6304, 3.2710], [-1.9359, -4.5164, 4.7205], [-0.8395, -2.4975, 3.2757], [-0.1167, -2.0094, 4.3760], [0.6776, -0.8911, 4.2370], [0.7376, -0.2390, 3.0087], [0.0716, -0.6854, 1.9458], [-0.6952, -1.8137, 2.0662], [-1.3396, -2.2204, 0.8915], [-1.0825, -1.4266, -0.2003], [-3.0260, -4.8599, 2.1441], [-0.1867, -2.5165, 5.3299], [1.2484, -0.5051, 5.0687], [1.3276, 0.6600, 2.8766]]}

[3]
{"formula": "C25H17Cl6LaN6O2S2", "method": "wB97M-V/def2-TZVPD", "de_lowest_ev": 0.000, "total_charge": -2, "lumo_ev": 4.2, "orbital_gap_ev": 6.060, "elements": ["La", "C", "C", "N", "N", "C", "N", "S", "C", "C", "C", "C", "C", "N", "H", "H", "H", "H", "H", "H", "H", "H", "H", "H", "Cl", "C", "C", "Cl", "C", "Cl", "C", "O", "C", "O", "C", "Cl", "S", "C", "C", "C", "C", "C", "N", "H", "H", "H", "H", "Cl", "C", "C", "C", "C", "C", "Cl", "C", "N", "H", "H", "H"], "coordinates": [[-0.0424, 0.0346, -0.5875], [1.8722, -4.2643, 1.3555], [1.0728, -3.0176, 1.1432], [0.9815, -2.4840, -0.0205], [1.5534, -2.9832, -1.0949], [1.1767, -2.2466, -2.3292], [1.7327, -3.0075, -3.4602], [-0.6740, -2.2012, -2.4529], [0.3819, -2.2882, 2.2308], [0.6452, -2.5514, 3.5747], [-0.0026, -1.8128, 4.5521], [-0.9174, -0.8482, 4.1789], [-1.1193, -0.6415, 2.8215], [-0.4924, -1.3313, 1.8730], [1.3897, -5.1350, 0.8959], [2.0386, -4.5044, 2.4020], [2.8545, -4.1510, 0.8848], [1.8379, -3.9507, -1.1565], [2.0566, -2.3219, -4.1362], [0.9293, -3.4462, -3.8994], [1.3842, -3.2870, 3.8520], [0.2306, -1.9796, 5.5970], [-1.4280, -0.2244, 4.8996], [-1.7913, 0.1335, 2.4678], [0.3527, 2.9067, 5.9817], [0.8353, 2.1563, 4.4847], [1.9597, 1.3645, 4.4278], [2.9258, 1.1031, 5.8555], [2.3279, 0.7569, 3.2169], [3.7035, -0.3039, 3.1362], [1.5821, 0.9275, 2.0482], [1.8363, 0.3223, 0.9382], [0.3857, 1.7437, 2.1127], [-0.3650, 1.7777, 1.0579], [0.0565, 2.3406, 3.3294], [-1.4398, 3.2248, 3.4009], [-1.9429, 1.8101, -2.2289], [-3.1467, 0.9734, -1.3001], [-4.5247, 1.2807, -1.4017], [-5.4438, 0.5710, -0.6729], [-5.0225, -0.4571, 0.1769], [-3.6653, -0.6985, 0.2387], [-2.7683, -0.0125, -0.4649], [-4.8259, 2.0802, -2.0647], [-6.4981, 0.8128, -0.7618], [-5.7148, -1.0429, 0.7656], [-3.2568, -1.4781, 0.8746], [4.4388, -2.8096, -2.2198], [4.1729, -1.1360, -2.6917], [5.3165, -0.5027, -3.1574], [5.3651, 0.8592, -3.3744], [4.2311, 1.5991, -3.0392], [3.1035, 0.9599, -2.5961], [1.7599, 2.0033, -2.1377], [2.9250, -0.4667, -2.4872], [1.6936, -0.8996, -2.2170], [6.1937, -1.1198, -3.3075], [6.2650, 1.3382, -3.7348], [4.2176, 2.6784, -3.1106]]}

[4]
{"formula": "C25H17ClCrO5S", "method": "wB97M-V/def2-TZVPD", "total_charge": 1, "lumo_ev": [-3.5, -5.8], "multiplicity": 4, "orbital_gap_ev": [6.633, 5.485], "s_squared": 3.811, "elements": ["Cl", "C", "S", "C", "C", "C", "C", "C", "C", "O", "O", "H", "H", "H", "H", "H", "H", "O", "C", "Cr", "C", "O", "C", "O", "C", "C", "C", "C", "C", "C", "C", "C", "C", "C", "C", "C", "C", "C", "C", "H", "H", "H", "H", "H", "H", "H", "H", "H", "H", "H"], "coordinates": [[-1.6830, 0.9665, -0.5449], [-2.7971, -0.2150, 0.0835], [-3.9485, 0.0945, 1.4133], [-5.7365, 0.1075, 0.8372], [-6.4358, 1.2981, 0.5968], [-7.7946, 1.3154, 0.2519], [-8.5002, 0.1188, 0.1223], [-7.8258, -1.0816, 0.3383], [-6.4714, -1.0759, 0.6871], [-3.9700, -0.9895, 2.3691], [-3.8222, 1.4560, 1.9016], [-3.4251, -0.6310, -0.7314], [-5.9487, 2.2577, 0.7294], [-8.3154, 2.2647, 0.0923], [-9.5473, 0.1277, -0.1588], [-8.3730, -2.0216, 0.2460], [-6.0054, -2.0282, 0.8981], [7.5729, 0.3533, -1.5080], [6.5353, -0.0204, -1.8500], [4.9200, -0.9790, -2.1919], [4.8238, -1.1415, -0.3258], [4.9678, -1.2715, 0.8279], [6.0905, -2.4766, -2.1092], [6.9244, -3.2591, -1.9034], [4.5791, -0.6912, -4.3671], [4.3733, 0.5114, -3.6494], [3.4901, 0.5247, -2.5440], [2.7050, -0.6050, -2.1804], [1.7472, -0.5094, -1.0925], [0.9725, -0.4308, -0.1303], [0.2607, -0.3704, 1.0710], [0.6505, 0.5612, 2.1013], [0.1953, 0.4248, 3.4382], [0.6463, 1.2919, 4.4134], [1.5690, 2.2868, 4.1141], [2.1219, 2.3525, 2.8445], [1.7124, 1.4689, 1.8605], [3.0825, -1.8281, -2.7963], [3.9539, -1.8746, -3.9115], [5.2927, -0.7168, -5.2123], [4.9060, 1.4288, -3.9509], [3.4003, 1.4441, -1.9589], [-0.5022, -1.1124, 1.3082], [-0.5487, -0.3415, 3.6399], [0.2998, 1.1675, 5.4224], [1.9627, 2.9215, 4.8899], [2.9124, 3.0541, 2.6185], [2.1480, 1.4682, 0.8590], [2.6794, -2.7717, -2.4245], [4.1551, -2.8237, -4.4346]]}

[5]
{"formula": "C25H17F6N5O5RhS2", "method": "wB97M-V/def2-TZVPD", "de_lowest_ev": 1.476, "lumo_ev": [-0.6, -0.9], "multiplicity": 2, "orbital_gap_ev": [6.907, 6.888], "s_squared": 0.759, "elements": ["Rh", "C", "C", "N", "C", "C", "C", "C", "C", "C", "C", "N", "C", "C", "C", "C", "C", "C", "C", "C", "N", "C", "H", "H", "H", "H", "H", "H", "H", "H", "H", "H", "H", "H", "O", "N", "C", "C", "C", "C", "C", "H", "H", "H", "H", "H", "F", "C", "F", "F", "S", "O", "O", "N", "S", "O", "O", "C", "F", "F", "F"], "coordinates": [[0.5135, -0.1191, -0.4145], [2.2338, 2.6019, 2.7894], [1.9366, 1.4326, 2.0490], [0.9965, 1.3790, 1.1381], [0.2376, 2.5064, 0.9384], [0.4615, 3.7087, 1.6120], [1.5131, 3.7295, 2.5604], [-0.3519, 4.8321, 1.3033], [-1.3093, 4.7110, 0.3410], [-1.5527, 3.4737, -0.3136], [-0.8256, 2.3599, 0.0180], [-0.9546, 1.0687, -0.4874], [-2.1094, 0.6292, -1.1056], [-3.3819, 1.1334, -0.9887], [-4.4416, 0.5997, -1.7684], [-4.2441, -0.4234, -2.6470], [-2.9554, -1.0154, -2.7267], [-2.6331, -2.1058, -3.5694], [-1.3709, -2.6099, -3.5754], [-0.4012, -2.0528, -2.7052], [-0.6723, -1.0581, -1.8909], [-1.9298, -0.5100, -1.9233], [3.0387, 2.5706, 3.5092], [2.4802, 0.5373, 2.2730], [1.7182, 4.6439, 3.1041], [-0.1826, 5.7693, 1.8160], [-1.9040, 5.5702, 0.0605], [-2.2891, 3.4293, -1.1030], [-3.5889, 1.9207, -0.2789], [-5.4296, 1.0268, -1.6554], [-5.0481, -0.8077, -3.2597], [-3.3995, -2.5180, -4.2150], [-1.0869, -3.4225, -4.2282], [0.6088, -2.4132, -2.7090], [1.9975, -1.6702, -1.1974], [1.9507, -2.9713, -0.9739], [0.9093, -3.5493, -0.3516], [0.9073, -4.9081, -0.1152], [1.9777, -5.6792, -0.5246], [3.0310, -5.0592, -1.1803], [2.9980, -3.7025, -1.3943], [0.1280, -2.8783, -0.0384], [0.0665, -5.3377, 0.4082], [2.0000, -6.7411, -0.3277], [3.8920, -5.6156, -1.5201], [3.7787, -3.1295, -1.8693], [4.7180, -2.1966, 0.4246], [4.0469, -1.2530, 1.0749], [4.8679, -0.6765, 1.9491], [3.6718, -0.3206, 0.2026], [2.5845, -2.0470, 1.9867], [1.3425, -1.4746, 1.4612], [2.8001, -3.4479, 1.7521], [2.6941, -1.5590, 3.4537], [3.6313, -2.2648, 4.5512], [4.9169, -2.6685, 4.0568], [2.8855, -3.1417, 5.3994], [3.9356, -0.7622, 5.5606], [4.8095, -1.0686, 6.5170], [2.8110, -0.3285, 6.1228], [4.4455, 0.2294, 4.8230]]}

no.,calculated total energy (hartree)
1,-5718.0957
2,-2739.1404
3,-5031.2946
4,-3241.4550
5,-3118.9307